34
Properties=species:S:1:pos:R:3:forces:R:3 method="wB97M-V/def2-TZVPD" fmax_ha_per_bohr=0.16213 total_charge=-2 e_lumo_ha=0.158 spin_multiplicity=1 orbital_gap_ev=2.4
C 1.200094 -1.652655 -3.676258 -0.4 0.0 0.1
C -0.201176 -1.574280 -3.946427 0.6 -0.8 0.4
C -0.881715 -2.357859 -2.970420 0.8 -0.6 0.1
C 0.101974 -2.873646 -2.043584 0.1 -0.2 -1.5
C 1.395716 -2.431185 -2.504075 -0.7 0.0 -0.1
Pb -0.316536 -0.374605 -1.057864 0.5 2.2 -1.1
C -1.425870 2.173856 -2.689091 1.4 -0.3 0.0
C 0.016731 2.183403 -2.829005 -0.9 1.1 -5.2
C 0.908707 2.565399 -3.926524 -2.2 0.8 2.3
N 0.774085 1.488888 -2.037748 2.6 -2.9 7.4
H -1.962779 -2.534092 -2.922543 0.5 0.1 0.0
H -0.645713 -1.090586 -4.816816 0.1 0.1 0.5
H -0.083939 -3.562435 -1.222018 0.0 0.2 -0.1
H 2.363081 -2.674971 -2.045043 -0.5 0.2 -0.2
H 1.988233 -1.173693 -4.277144 -0.5 -0.1 0.5
H -2.075345 2.347180 -3.564796 0.3 -0.1 0.7
H 1.790419 1.818228 -1.803307 -2.8 -0.9 -1.0
H -1.805288 1.795819 -1.722418 -0.2 0.4 -0.6
H 0.664627 2.784243 -4.903473 -0.5 0.8 -2.0
H 1.865569 2.388782 -3.530144 1.5 -0.1 -1.1
Br -1.143578 2.655885 2.895604 0.4 0.4 -0.1
C -0.372479 1.280155 3.958552 -0.4 0.1 -1.4
C -0.675456 1.378285 5.266168 0.8 -1.0 2.5
C -0.373558 0.310012 6.103442 0.1 -2.3 0.0
C 0.054678 -0.928548 5.548488 0.5 0.0 0.7
C 0.270806 -1.021605 4.170297 -0.1 1.0 0.2
C 0.126873 0.114137 3.362907 -1.4 0.5 0.4
C -0.116440 0.109710 1.890999 1.3 -1.1 -5.8
O 0.895740 0.214540 0.982709 -2.6 -0.3 4.2
O -1.316829 -0.043687 1.489438 2.1 0.2 1.7
H -1.105934 2.222344 5.741931 -0.4 0.9 -0.1
H -0.616093 0.272748 7.172589 0.1 0.5 -0.4
H 0.277010 -1.841222 6.203688 -0.6 1.5 -0.9
H 0.424392 -1.968541 3.701883 0.4 -0.4 -0.2